ORCA calculation (ωB97M-V with the def2-TZVPD basis set) on C31H26Br3N5O10 as an isolated structure.

Geometry as XYZ:
```
75
Properties=species:S:1:pos:R:3:lowdin_charge:R:1
C -4.054 2.746 -1.936 -0.07
C -4.046 2.166 -3.190 -0.06
C -3.094 2.569 -4.106 0.00
C -2.181 3.557 -3.761 -0.16
C -2.271 4.242 -2.566 -0.02
C -3.178 3.788 -1.622 -0.07
N -1.155 3.959 -4.719 -0.36
O -0.768 5.111 -4.694 0.08
O -0.730 3.092 -5.456 0.08
H -4.716 2.439 -1.135 0.10
H -4.757 1.391 -3.443 0.11
H -3.023 2.105 -5.082 0.12
H -1.630 5.086 -2.344 0.13
H -3.243 4.180 -0.615 0.08
C 3.230 2.668 0.038 -0.07
C 3.539 3.716 -0.823 -0.07
C 3.331 5.018 -0.412 -0.01
C 3.012 5.270 0.902 -0.16
C 2.765 4.239 1.793 -0.01
C 2.858 2.928 1.352 -0.06
N 2.934 6.656 1.371 -0.35
O 3.091 7.536 0.547 0.08
O 2.628 6.842 2.532 0.08
H 3.336 1.642 -0.291 0.10
H 3.970 3.475 -1.785 0.11
H 3.469 5.835 -1.109 0.12
H 2.457 4.443 2.809 0.12
H 2.533 2.100 1.969 0.11
C -3.225 -5.184 0.013 -0.06
C -3.686 -6.487 0.113 -0.07
C -3.858 -7.073 1.352 -0.01
C -3.506 -6.371 2.474 -0.17
C -3.061 -5.067 2.406 0.00
C -2.963 -4.454 1.170 -0.05
N -3.631 -7.015 3.773 -0.36
O -3.602 -8.225 3.797 0.08
O -3.847 -6.299 4.736 0.08
H -3.023 -4.740 -0.953 0.11
H -3.978 -7.065 -0.754 0.11
H -4.215 -8.089 1.436 0.12
H -2.723 -4.617 3.332 0.12
H -2.475 -3.487 1.127 0.09
C 4.173 -5.272 1.207 -0.07
C 2.867 -4.851 0.975 -0.06
C 2.559 -3.501 0.955 0.01
C 3.590 -2.598 1.119 -0.14
C 4.899 -2.981 1.362 0.00
C 5.171 -4.334 1.426 -0.07
N 3.255 -1.165 1.115 -0.33
O 2.193 -0.843 0.624 0.07
O 4.058 -0.384 1.591 0.08
H 4.399 -6.326 1.299 0.11
H 2.089 -5.586 0.807 0.11
H 1.558 -3.143 0.756 0.11
H 5.676 -2.232 1.397 0.12
H 6.193 -4.659 1.581 0.11
C 0.750 2.167 -2.277 -0.07
C 0.982 0.896 -2.780 -0.05
C 0.478 -0.211 -2.111 0.00
C -0.234 -0.025 -0.952 -0.17
C -0.485 1.224 -0.446 -0.01
C -0.020 2.326 -1.131 -0.09
N -0.678 -1.189 -0.195 -0.34
O -1.244 -1.001 0.867 0.05
O -0.455 -2.290 -0.662 0.06
H 1.192 3.032 -2.758 0.11
H 1.576 0.740 -3.670 0.11
H 0.649 -1.209 -2.487 0.12
H -1.076 1.362 0.447 0.04
H -0.075 3.298 -0.660 0.06
C -2.191 2.896 2.917 -1.61
Br -1.026 1.958 4.113 0.60
Br -3.353 1.673 1.993 0.63
Br -1.164 4.086 1.802 0.65
H -2.823 3.517 3.530 -0.03
```

ΔE to the lowest compared entry with this formula, charge and spin: 0.0 kJ/mol
HOMO energy: -0.3610 hartree
E_LUMO: -0.78 eV
total charge: 0


ORCA calculation (ωB97M-V with the def2-TZVPD basis set) on C42H47N2O2PPtS as an isolated structure.

Geometry as XYZ:
```
96
Properties=species:S:1:pos:R:3:lowdin_charge:R:1
Pt -0.008 0.202 0.207 0.72
N 4.459 -2.545 2.850 0.19
C 5.184 -1.715 2.059 -0.50
O 6.393 -1.614 2.176 0.04
C 4.427 -0.907 1.048 -0.08
C 5.130 -0.132 0.214 0.06
C 4.469 0.741 -0.788 -0.15
C 2.921 0.602 -0.782 -0.24
N 2.270 -0.302 0.130 -0.02
C 2.963 -0.950 0.974 -0.08
H 4.964 -3.100 3.517 0.11
H 3.461 -2.652 2.787 0.08
H 6.212 -0.133 0.300 0.13
H 4.922 0.626 -1.775 0.15
H 2.479 0.458 -1.768 0.15
H 2.389 -1.519 1.698 0.07
C 1.280 0.449 5.065 -0.22
S 0.737 -0.076 3.413 0.85
O 1.061 -1.526 3.339 -0.54
C -1.027 0.029 3.745 -0.40
C -1.638 1.256 3.971 -0.10
C -3.003 1.296 4.206 -0.07
C -3.743 0.120 4.212 -0.08
C -3.121 -1.098 3.981 -0.07
C -1.756 -1.146 3.740 -0.07
H 0.807 -0.182 5.817 0.06
H 1.026 1.497 5.221 0.05
H 2.362 0.321 5.086 0.05
H -1.062 2.173 3.957 0.10
H -3.490 2.247 4.381 0.11
H -4.811 0.158 4.392 0.10
H -3.698 -2.013 3.973 0.10
H -1.246 -2.077 3.526 0.11
C -1.412 -1.018 0.265 -0.29
C -2.465 -1.716 0.100 -0.13
C -3.546 -2.463 -0.138 -0.15
C -4.557 -2.660 0.936 -0.20
C -5.150 -1.557 1.546 -0.04
C -6.087 -1.731 2.555 -0.11
C -6.430 -3.008 2.976 -0.09
C -5.836 -4.113 2.379 -0.08
C -4.913 -3.941 1.359 -0.04
C -3.771 -3.077 -1.458 -0.17
C -5.033 -3.561 -1.827 -0.03
C -5.239 -4.109 -3.084 -0.08
C -4.195 -4.187 -3.993 -0.09
C -2.939 -3.709 -3.639 -0.08
C -2.727 -3.159 -2.388 -0.02
H -4.864 -0.563 1.224 0.12
H -6.548 -0.866 3.016 0.10
H -7.157 -3.143 3.767 0.10
H -6.095 -5.112 2.708 0.10
H -4.455 -4.803 0.888 0.12
H -5.857 -3.499 -1.130 0.11
H -6.222 -4.473 -3.354 0.10
H -4.357 -4.617 -4.973 0.10
H -2.119 -3.770 -4.344 0.10
H -1.750 -2.784 -2.107 0.11
C -1.838 3.556 0.962 -0.10
C -0.372 3.754 0.563 -0.67
C -0.153 5.173 0.036 -0.08
C 0.510 3.589 1.807 -0.11
P 0.121 2.357 -0.607 0.96
C 1.836 2.870 -1.040 -0.30
C 2.330 3.755 -1.911 -0.08
C 3.777 3.954 -2.074 -0.07
C 4.697 3.289 -1.373 -0.05
C 4.321 2.252 -0.368 -0.17
C 2.789 2.040 -0.240 -0.24
C -0.881 2.418 -2.210 -0.67
C -1.113 3.800 -2.828 -0.09
C -2.261 1.780 -1.991 -0.11
C -0.110 1.536 -3.204 -0.11
H -2.070 4.204 1.813 0.09
H -2.035 2.519 1.245 0.06
H -2.513 3.831 0.151 0.07
H -0.473 5.882 0.806 0.09
H -0.726 5.389 -0.862 0.06
H 0.901 5.362 -0.169 0.07
H 0.147 4.258 2.594 0.09
H 1.546 3.863 1.597 0.08
H 0.487 2.563 2.174 0.03
H 1.686 4.358 -2.537 0.09
H 4.093 4.710 -2.783 0.10
H 5.749 3.522 -1.500 0.11
H 4.812 2.441 0.590 0.15
H 2.459 1.991 0.799 0.12
H -1.791 4.399 -2.219 0.07
H -1.592 3.666 -3.802 0.09
H -0.199 4.368 -2.992 0.06
H -2.896 2.385 -1.344 0.06
H -2.176 0.786 -1.554 0.03
H -2.757 1.700 -2.962 0.09
H 0.844 1.981 -3.492 0.07
H -0.712 1.408 -4.107 0.09
H 0.073 0.547 -2.774 0.06
```

HOMO energy (spin up / spin down): -0.2559 / -0.2557 hartree
E_LUMO (spin up / spin down): -0.42 / -0.42 eV
total charge: 0


ORCA calculation (ωB97M-V with the def2-TZVPD basis set) on a 2-piece molecular cluster, C8H6ClOP overall at a distorted geometry.

Geometry as XYZ:
```
17
Properties=species:S:1:pos:R:3:lowdin_charge:R:1
C 2.362 -0.379 0.227 -0.06
C 1.924 0.948 0.739 -0.10
C 1.384 -1.245 -0.141 -0.06
C 0.701 1.310 0.930 -0.04
C -0.015 -0.973 0.195 -0.23
C -0.461 0.345 0.838 -0.31
C -2.548 1.460 -1.663 -0.51
C -0.953 -1.810 -0.209 -0.53
O -1.641 0.674 1.166 -0.17
P -3.553 1.422 -0.511 0.76
Cl -2.575 -1.765 0.117 0.74
H 3.436 -0.445 -0.112 0.12
H 2.590 1.803 0.741 0.11
H 1.639 -2.265 -0.513 0.12
H 0.366 2.188 1.526 0.13
H -1.976 1.456 -2.534 -0.09
H -0.678 -2.727 -0.794 0.10
```

ΔE to the lowest compared entry with this formula, charge and spin: 0.0 kJ/mol
HOMO energy (spin up / spin down): -0.3221 / -0.3221 hartree
E_LUMO (spin up / spin down): -0.91 / -0.91 eV
total charge: 0
structure (SMILES): O=C1C=CC=C/C1=C/Cl.C#P


ORCA calculation (ωB97M-V with the def2-TZVPD basis set) on an isolated molecule of C24H29N5O3S at a distorted geometry.

Geometry as XYZ:
```
62
Properties=species:S:1:pos:R:3:lowdin_charge:R:1
C -4.849 -2.070 1.145 -0.04
C -4.915 -1.066 0.034 -0.23
C -5.907 -1.163 -0.931 -0.05
C -5.994 -0.248 -1.965 -0.09
C -5.077 0.783 -2.042 -0.08
C -4.082 0.891 -1.087 -0.04
C -3.987 -0.023 -0.046 -0.18
C -2.904 0.085 1.004 -0.10
C -1.955 1.230 0.799 -0.13
C -0.806 1.055 0.051 -0.16
N 0.023 2.110 -0.037 0.01
N 1.206 2.199 -0.650 0.11
C 1.549 3.473 -0.450 -0.69
N 0.662 4.209 0.228 0.14
C -0.306 3.358 0.509 -0.33
N -1.431 3.544 1.168 0.19
C -2.231 2.514 1.333 -0.27
C -3.489 2.784 2.093 -0.02
H -3.485 2.248 3.041 0.09
H -3.550 3.849 2.293 0.08
H -4.358 2.468 1.520 0.08
S 3.024 4.146 -1.042 1.00
C 3.905 2.576 -1.316 -0.37
H 4.864 2.832 -1.765 0.09
H 3.306 1.982 -2.002 0.07
C 4.102 1.878 0.027 -0.53
O 3.908 2.450 1.077 0.04
N 4.558 0.599 -0.022 -0.05
C 4.570 -0.244 -1.193 -0.13
H 4.728 0.344 -2.096 0.12
C 3.257 -1.026 -1.269 -0.04
H 3.250 -1.685 -2.137 0.13
H 2.417 -0.334 -1.333 0.10
C 3.088 -1.869 0.006 -0.50
C 3.213 -0.977 1.251 -0.04
C 4.513 -0.176 1.202 -0.12
H 4.567 0.514 2.045 0.13
H 5.371 -0.853 1.220 0.13
H 2.361 -0.297 1.272 0.13
H 3.183 -1.602 2.145 0.13
O 4.068 -2.893 0.005 -0.05
C 3.438 -4.107 0.342 -0.14
H 3.964 -4.918 -0.160 0.13
C 2.007 -3.894 -0.153 -0.14
H 1.255 -4.427 0.428 0.13
O 1.816 -2.508 0.030 -0.07
H 1.912 -4.154 -1.215 0.13
H 3.459 -4.264 1.429 0.13
H 5.398 -0.951 -1.089 0.13
C -0.449 -0.178 -0.707 0.02
H -1.344 -0.666 -1.085 0.09
H 0.105 -0.886 -0.090 0.08
H 0.184 0.103 -1.546 0.08
H -3.380 0.187 1.982 0.12
H -2.338 -0.850 1.023 0.12
H -3.372 1.702 -1.153 0.12
H -5.133 1.506 -2.842 0.10
H -6.774 -0.342 -2.706 0.10
H -6.625 -1.969 -0.870 0.11
H -4.943 -1.581 2.114 0.08
H -5.648 -2.800 1.049 0.08
H -3.896 -2.599 1.133 0.08
```

ΔE to the lowest compared entry with this formula, charge and spin: 222.0 kJ/mol
HOMO energy: -0.3029 hartree
E_LUMO: 0.47 eV
total charge: 0
structure (SMILES): Cc1ccccc1Cc1c(C)nc2nc(SCC(=O)N3CCC4(CC3)OCCO4)nn2c1C


Results for total energy: -9944.65439; -2747.35802; -1185.07630; -1829.67459 (in Ha, following the order of the records).